a) The following is a DFT calculation (ωB97M-V/def2-TZVPD) of the molecule C6H9NO.

## Properties
- Structure (SMILES): C[C@@]1(C(N)=O)[C@@H]2C[C@@H]21
- HOMO energy: -9.22 eV
- Kohn-Sham gap: 10.2 eV
- M: 111.14 g/mol

Each line ends with the Löwdin charge.
Geometry (Å):
O 1.419 -1.817 -0.875  0.09
N -0.139 -0.552 -1.952  0.16
C -0.034 -0.297 0.330  -0.35
C -0.954 -1.143 1.184  -0.01
C 0.563 0.848 1.124  -0.12
C 1.047 1.626 -0.069  -0.03
C 0.520 -1.025 -0.865  -0.55
C -0.382 1.153 0.076  -0.18
H -1.473 -1.976 0.608  0.11
H -0.841 0.166 -1.720  0.11
H 0.063 -0.903 -2.906  0.14
H 0.635 0.855 2.283  0.18
H -1.719 -0.586 1.575  0.05
H 1.247 2.662 0.002  0.09
H -0.335 -1.668 1.898  0.09
H -1.274 1.692 0.065  0.12
H 1.656 0.965 -0.759  0.12

=====

b) The following is a DFT calculation (ωB97M-V/def2-TZVPD) of the molecule C6H9NO.

## Properties
- Structure (SMILES): [H]/N=C(/C(=C)C)C(C)=O
- HOMO energy: -9.42 eV
- Kohn-Sham gap: 9.8 eV
- M: 111.14 g/mol

Each line ends with the Löwdin charge.
Geometry (Å):
O -2.611 0.041 -1.349  0.13
N -0.486 2.093 -0.559  0.18
C -0.500 0.841 -0.554  -0.32
C -2.021 -0.299 1.000  0.00
C -1.850 0.193 -0.460  -0.45
C 0.758 -0.004 -0.396  -0.25
C 2.116 0.647 -0.155  -0.08
C 0.806 -1.319 -0.766  0.09
H 2.146 1.714 -0.384  0.06
H 2.615 0.500 0.879  0.11
H -1.255 -1.002 1.167  0.05
H -1.436 2.465 -0.825  0.10
H 2.780 0.247 -0.927  0.07
H -2.992 -0.809 1.186  0.09
H -1.969 0.672 1.640  0.13
H -0.118 -1.692 -1.137  0.06
H 1.657 -1.856 -0.913  0.04

=====

c) The following is a DFT calculation (ωB97M-V/def2-TZVPD) of a cluster of 2 separate species, C6H9NO in total.

## Properties
- Structure (SMILES): C=Cc1ccc[nH]1.O
- HOMO energy: -7.98 eV
- Kohn-Sham gap: 8.8 eV
- M: 111.14 g/mol

Each line ends with the Löwdin charge.
Geometry (Å):
O 0.573 -1.886 1.703  -0.04
N 0.078 0.074 -1.433  0.06
C -1.617 0.168 -0.058  -0.06
C -0.893 -0.740 -1.966  -0.11
C -2.021 -0.584 -1.210  -0.08
C -0.319 0.566 -0.195  -0.31
C 0.600 1.128 0.780  -0.15
C 1.873 1.448 0.555  0.00
H 0.532 -1.737 2.636  0.02
H 2.547 1.257 -0.267  0.05
H 1.033 -1.099 1.399  0.00
H -2.985 -1.060 -1.225  0.09
H 0.100 1.326 1.717  0.11
H -0.631 -1.319 -2.834  0.11
H 2.411 1.848 1.413  0.05
H 1.003 0.264 -1.787  0.14
H -2.284 0.348 0.773  0.11

=====

d) The following is a DFT calculation (ωB97M-V/def2-TZVPD) of a structure of composition C6H9NO.

## Properties
- HOMO energy: -8.34 eV
- Kohn-Sham gap: 9.3 eV
- M: 111.14 g/mol

Each line ends with the Löwdin charge.
Geometry (Å):
O 0.546 -1.571 -1.031  0.02
N -1.665 0.578 0.171  0.03
C -0.390 -0.094 0.390  -0.48
C 0.789 1.017 -1.137  -0.10
C 0.835 -0.312 -0.626  -0.34
C 0.279 1.336 0.351  -0.15
C -0.372 -1.340 0.940  -0.04
C 0.024 -2.184 -0.082  -0.15
H -1.733 1.197 1.261  0.21
H -0.357 2.238 0.507  0.09
H -0.838 -1.500 1.808  0.07
H 0.235 1.442 -2.050  0.14
H 0.305 -3.392 -0.027  0.19
H 1.778 -0.357 -0.083  0.17
H -2.438 -0.107 0.032  0.08
H 1.956 1.265 -1.463  0.15
H 1.045 1.785 1.039  0.11

=====

Computed energies relative to the best structure, in kcal/mol: a) 31.4; b) 21.5; c) 0.0; d) 156.5

=====

a) The following is a DFT calculation (ωB97M-V/def2-TZVPD) of the molecule C6H9NO.

## Properties
- Structure (SMILES): C=C[C@]1(C)N=C1OC
- HOMO energy: -9.05 eV
- Kohn-Sham gap: 9.9 eV
- M: 111.14 g/mol

Each line ends with the Löwdin charge.
Geometry (Å):
O 0.610 0.142 2.216  0.00
N 1.657 -1.341 0.555  0.23
C 0.922 -0.452 1.098  -0.39
C 0.722 -0.567 -0.312  -0.41
C -1.589 -0.875 -1.483  -0.01
C -0.348 1.202 2.112  -0.03
C -0.711 -1.246 -0.561  -0.09
C 1.216 0.409 -1.339  -0.04
H 0.038 2.002 1.473  0.10
H 2.194 0.790 -1.035  0.08
H -0.477 1.577 3.127  0.10
H -1.460 0.013 -2.082  0.05
H 0.526 1.251 -1.437  0.08
H -2.446 -1.486 -1.726  0.05
H 1.303 -0.086 -2.307  0.08
H -1.293 0.833 1.704  0.10
H -0.863 -2.164 -0.002  0.10

=====

b) The following is a DFT calculation (ωB97M-V/def2-TZVPD) of a structure of composition C6H9NO.

## Properties
- HOMO energy: -6.95 eV
- Kohn-Sham gap: 7.2 eV
- M: 111.14 g/mol

Each line ends with the Löwdin charge.
Geometry (Å):
O -1.645 -0.111 1.738  0.11
N -0.889 -0.684 -0.391  0.11
C 0.125 0.890 -2.427  -0.11
C -0.758 -0.628 1.103  -0.49
C 0.282 -1.546 1.668  0.00
C 0.683 2.288 0.816  0.09
C 0.405 0.341 -1.202  -0.33
C 0.646 1.286 0.136  -0.09
H 0.907 0.964 -3.171  0.03
H 1.024 -1.005 2.254  0.09
H -1.706 -0.141 -0.665  0.13
H 1.228 -0.368 -1.171  0.09
H 0.828 -2.125 0.923  0.08
H -0.165 -2.275 2.353  0.10
H 0.623 3.159 1.426  0.02
H -0.720 1.558 -2.556  0.02
H -0.868 -1.602 -0.835  0.14

=====

c) The following is a DFT calculation (ωB97M-V/def2-TZVPD) of the molecule C6H9NO.

## Properties
- Structure (SMILES): O=C1CCCN2C[C@H]12
- HOMO energy: -9.13 eV
- Kohn-Sham gap: 10.0 eV
- M: 111.14 g/mol

Each line ends with the Löwdin charge.
Geometry (Å):
O -2.610 -1.101 -0.354  0.12
N 0.860 -0.692 -0.588  -0.08
C 0.885 -2.057 -0.143  -0.05
C -0.240 -1.092 0.245  -0.26
C -1.329 0.991 0.139  -0.09
C -1.561 -0.566 -0.134  -0.32
C 0.023 1.557 -0.391  -0.16
C 1.249 0.641 -0.023  -0.16
H -1.296 1.030 1.228  0.11
H -0.050 1.714 -1.486  0.12
H -0.065 -0.885 1.291  0.13
H 0.849 -2.839 -0.896  0.10
H 1.485 0.528 1.089  0.13
H 1.537 -2.403 0.727  0.12
H 0.210 2.536 0.007  0.09
H 2.165 0.976 -0.531  0.10
H -2.111 1.661 -0.178  0.10

=====

Computed energies relative to the best structure, in kcal/mol: a) 8.0; b) 68.0; c) 0.0

=====

a) The following is a DFT calculation (ωB97M-V/def2-TZVPD) of the molecule C6H9NO.

## Properties
- Structure (SMILES): CC[C@](C)(C#N)C=O
- HOMO energy: -10.25 eV
- Kohn-Sham gap: 10.9 eV
- M: 111.14 g/mol

Each line ends with the Löwdin charge.
Geometry (Å):
O -0.928 1.216 1.821  0.07
N 2.409 -1.546 0.288  0.19
C 0.151 0.842 1.376  -0.22
C -0.794 -0.364 -0.732  -0.18
C -1.615 -1.239 0.135  -0.09
C 1.479 -0.862 0.304  -0.22
C 1.149 1.346 -0.676  0.01
C 0.470 0.094 0.088  -0.48
H -1.976 -0.670 0.958  0.06
H 1.151 0.968 1.876  0.14
H -2.468 -1.634 -0.398  0.08
H -1.025 -2.098 0.439  0.09
H -0.373 -1.022 -1.493  0.12
H 1.414 0.764 -1.629  0.12
H 0.163 1.867 -0.820  0.10
H -1.202 0.512 -1.249  0.12
H 1.996 1.828 -0.288  0.07

=====

b) The following is a DFT calculation (ωB97M-V/def2-TZVPD) of the molecule C6H9NO.

## Properties
- Structure (SMILES): C1=C\O/C=C\CNC/1
- HOMO energy: -8.80 eV
- Kohn-Sham gap: 9.7 eV
- M: 111.14 g/mol

Each line ends with the Löwdin charge.
Geometry (Å):
O 1.447 -0.367 1.476  -0.06
N -1.186 -0.940 -0.598  -0.09
C 0.429 0.461 1.881  -0.17
C -1.524 0.453 -0.050  -0.16
C 1.270 -0.295 -1.058  0.00
C 1.745 -0.214 0.156  -0.23
C -0.525 0.930 1.073  -0.09
C -0.307 -0.745 -1.548  -0.28
H -1.412 1.371 -0.801  0.15
H -1.068 1.591 1.777  0.09
H -0.235 -1.787 -1.941  0.13
H 1.959 -0.339 -1.986  0.12
H -0.592 -0.028 -2.172  0.05
H -2.565 0.438 0.387  0.12
H -1.018 -1.379 0.323  0.14
H 0.729 1.065 2.824  0.15
H 2.852 -0.214 0.255  0.13

=====

c) The following is a DFT calculation (ωB97M-V/def2-TZVPD) of a structure of composition C6H9NO.

## Properties
- HOMO energy (spin up / spin down): -7.57 / -7.57 eV
- Kohn-Sham gap (spin up / spin down): 6.9 / 6.9 eV
- M: 111.14 g/mol

Each line ends with the Löwdin charge.
Geometry (Å):
O 0.118 1.485 -2.286  0.10
N -1.985 -0.635 0.016  -0.03
C 1.590 -0.796 -0.189  -0.06
C -1.651 -0.052 -1.146  -0.20
C -0.132 0.439 1.504  -0.12
C 0.916 0.558 -0.169  -0.19
C 0.103 0.870 -1.267  -0.29
C 0.195 0.710 2.645  0.09
H 0.856 -1.600 -0.265  0.08
H 0.473 0.916 3.650  0.02
H 2.154 -0.948 0.729  0.08
H -1.174 -0.065 0.952  0.05
H -2.191 0.861 -1.390  0.09
H 1.484 1.401 0.201  0.13
H -1.392 -0.681 -1.999  0.10
H -1.625 -1.588 0.064  0.06
H 2.261 -0.876 -1.050  0.09

=====

Computed energies relative to the best structure, in kcal/mol: a) 0.0; b) 82.5; c) 117.9

=====

a) The following is a DFT calculation (ωB97M-V/def2-TZVPD) of the molecule C6H9NO.

## Properties
- Structure (SMILES): O=C1CCN1C1CC1
- HOMO energy: -8.76 eV
- Kohn-Sham gap: 9.6 eV
- M: 111.14 g/mol

Each line ends with the Löwdin charge.
Geometry (Å):
O 0.781 -1.816 -0.589  -0.01
N -0.472 -0.015 -0.018  -0.09
C 1.778 0.368 -1.126  -0.06
C -1.257 -1.588 1.175  0.03
C 0.370 0.824 -0.723  -0.32
C -0.125 -1.314 0.122  -0.39
C -1.799 -0.087 0.565  -0.07
C 1.563 1.690 -0.206  -0.08
H 1.869 -0.701 -0.698  0.09
H -1.755 0.710 1.370  0.12
H -2.814 -0.130 0.096  0.11
H -1.093 -1.594 2.214  0.07
H -1.931 -2.377 0.593  0.14
H 1.428 2.838 -0.294  0.09
H -0.453 1.173 -1.308  0.14
H 1.950 0.366 -2.180  0.08
H 1.959 1.655 1.007  0.14

=====

b) The following is a DFT calculation (ωB97M-V/def2-TZVPD) of a structure of composition C6H9NO.

## Properties
- HOMO energy: -8.40 eV
- Kohn-Sham gap: 8.9 eV
- M: 111.14 g/mol

Each line ends with the Löwdin charge.
Geometry (Å):
O -1.880 0.051 -0.371  -0.10
N 1.759 0.864 0.003  0.11
C -2.428 0.860 0.734  -0.09
C 0.630 0.164 0.748  -0.32
C 1.564 -0.472 -0.697  -0.25
C 0.107 -0.539 -1.278  0.01
C 1.354 -1.053 0.727  -0.16
C -0.637 -0.082 -0.312  -0.38
H -3.635 -0.010 1.143  0.20
H 2.244 -0.739 -1.359  0.08
H -0.409 -0.541 -2.315  0.15
H -1.459 0.924 1.659  0.12
H -2.645 2.154 0.629  0.13
H 0.454 0.379 1.906  0.15
H 2.356 -1.013 1.218  0.11
H 1.101 -2.250 1.095  0.18
H 1.168 1.374 -0.567  0.06

=====

c) The following is a DFT calculation (ωB97M-V/def2-TZVPD) of a structure of composition C6H9NO.

## Properties
- HOMO energy: -9.40 eV
- Kohn-Sham gap: 10.1 eV
- M: 111.14 g/mol

Each line ends with the Löwdin charge.
Geometry (Å):
O 0.491 1.290 1.091  -0.11
N 0.887 -1.130 -0.973  0.06
C 0.111 -0.192 1.298  -0.19
C 1.389 -0.635 0.505  -0.09
C -0.355 0.982 -1.280  -0.04
C -0.995 -0.266 0.332  -0.16
C -0.313 -0.462 -0.966  -0.53
C -0.651 1.316 0.268  -0.22
H 2.011 0.205 0.473  0.08
H 0.590 1.192 -1.750  0.10
H 2.084 -1.492 0.992  0.14
H -1.488 2.070 0.636  0.17
H -0.905 -1.162 -1.374  0.10
H -1.134 1.368 -2.063  0.15
H -1.908 -0.580 0.978  0.18
H 0.424 -2.262 -0.485  0.24
H -0.238 -0.242 2.317  0.14

=====

Computed energies relative to the best structure, in kcal/mol: a) 0.0; b) 89.3; c) 31.7

=====

a) The following is a DFT calculation (ωB97M-V/def2-TZVPD) of the molecule C6H9NO.

## Properties
- Structure (SMILES): CNC(=O)C1=CCC1
- HOMO energy: -9.29 eV
- Kohn-Sham gap: 10.1 eV
- M: 111.14 g/mol

Each line ends with the Löwdin charge.
Geometry (Å):
O 1.599 -1.116 -0.010  0.08
N 0.670 0.037 1.649  -0.01
C -1.568 0.806 -0.642  -0.06
C -0.465 0.123 -0.579  -0.16
C 0.747 -0.382 0.382  -0.48
C -0.372 -0.156 -2.122  -0.16
C -1.462 0.996 -2.214  -0.15
C 1.441 -0.699 2.693  -0.11
H 2.324 -1.243 2.303  0.07
H -0.983 1.927 -2.605  0.09
H 0.024 0.881 1.967  0.19
H -2.493 0.851 -2.959  0.15
H -2.188 0.870 0.315  0.12
H 1.845 0.066 3.484  0.09
H 0.954 -1.487 3.535  0.13
H -0.603 -1.221 -2.297  0.10
H 0.530 -0.252 -2.901  0.14

=====

b) The following is a DFT calculation (ωB97M-V/def2-TZVPD) of the molecule C6H9NO.

## Properties
- Structure (SMILES): C=C1C[C@H]2N[C@@H]2[C@H]1O
- HOMO energy: -8.41 eV
- Kohn-Sham gap: 9.2 eV
- M: 111.14 g/mol

Each line ends with the Löwdin charge.
Geometry (Å):
O -0.896 -2.131 0.076  -0.04
N -0.880 1.419 1.786  0.03
C 0.624 -0.385 -0.693  -0.22
C 0.496 1.179 -0.660  -0.12
C 1.133 -1.072 -1.727  0.09
C -0.035 -1.073 0.499  -0.27
C 0.095 1.415 0.775  -0.31
C -0.839 0.267 0.965  -0.23
H 0.708 -2.124 -1.804  0.10
H -1.732 0.402 0.270  0.16
H 1.056 1.266 1.291  0.14
H -1.259 -2.434 0.997  0.15
H -1.830 2.002 1.830  0.17
H 1.586 -0.716 -2.513  0.00
H 1.466 1.682 -1.036  0.14
H 0.577 -1.182 1.331  0.12
H -0.269 1.485 -1.387  0.11

=====

c) The following is a DFT calculation (ωB97M-V/def2-TZVPD) of the molecule C6H9NO.

## Properties
- Structure (SMILES): O[C@]12C=CC[C@@H]1NC2
- HOMO energy: -8.70 eV
- Kohn-Sham gap: 9.5 eV
- M: 111.14 g/mol

Each line ends with the Löwdin charge.
Geometry (Å):
O 0.826 1.430 0.493  -0.10
N 0.899 -0.078 -1.724  0.02
C -0.341 0.660 -0.182  -0.48
C -1.229 0.415 1.025  -0.02
C 0.193 -0.582 -0.497  -0.29
C -0.056 1.184 -1.570  -0.06
C -0.571 -0.540 1.737  -0.14
C 0.386 -1.387 0.931  -0.11
H -0.538 -1.361 -1.202  0.21
H -1.604 1.571 1.532  0.19
H 0.282 2.049 -2.165  0.12
H -0.928 0.964 -2.140  0.09
H 1.297 -1.404 1.452  0.08
H 1.232 0.682 1.187  0.16
H -0.661 -0.656 2.981  0.17
H 0.637 -0.460 -2.580  0.05
H 0.178 -2.487 0.725  0.12

=====

Computed energies relative to the best structure, in kcal/mol: a) 0.0; b) 46.3; c) 74.8